# 1
{"formula": "C6H8OS", "method": "ωB97M-V/def2-TZVPD", "species": ["C", "C", "C", "C", "C", "C", "H", "H", "H", "H", "H", "H", "H", "H", "O", "S"], "positions_angstrom": [[-2.24928, -1.72580, -0.69439], [-1.25412, -0.65327, -0.35564], [-1.28832, 0.26882, 0.62178], [-0.07410, 1.11863, 0.71589], [1.22375, 0.42179, 1.10050], [0.90756, 0.70627, -0.34946], [-3.14219, -1.64219, -0.05197], [-1.84549, -2.73038, -0.60546], [-2.52847, -1.59643, -1.74216], [-2.09300, 0.35733, 1.35629], [-0.19364, 2.15683, 1.00974], [1.19032, -0.61718, 1.41078], [2.07449, 1.35606, 2.53762], [1.55777, 1.43036, -0.85232], [2.28312, 1.17356, 1.59977], [0.19514, -0.55760, -1.38079]], "forces_ev_per_angstrom": [[-0.3, 0.6, 0.1], [0.0, 0.1, 0.4], [0.1, -0.5, -0.1], [-0.2, 0.1, 0.5], [-0.3, -0.1, -1.1], [0.7, 0.3, 0.1], [0.3, 0.0, -0.3], [0.2, 0.0, 0.1], [-0.2, -0.1, 0.0], [0.2, -0.1, -0.4], [0.1, 0.0, -0.1], [-0.2, 0.0, 0.1], [0.3, 0.0, -0.7], [-0.4, -0.2, 0.2], [-0.3, 0.2, 0.9], [-0.1, -0.1, 0.1]], "mulliken_charge": [-1.215, 0.599, -0.690, -0.316, -0.191, -0.260, 0.318, 0.307, 0.328, 0.331, 0.450, 0.390, 0.331, 0.385, -0.535, -0.233], "orbital_gap_ha": 0.3212, "charge": 0, "smiles": "CC1=C[C@H]2[C@H](O)[C@H]2S1", "homo_ev": -7.87, "molar_mass_g_mol": 128.20}

***

# 2
{"formula": "C46H80BrF9N8O3S", "method": "ωB97M-V/def2-TZVPD", "species": ["C", "C", "C", "C", "N", "C", "O", "O", "C", "C", "C", "C", "C", "C", "F", "F", "C", "F", "F", "S", "F", "F", "F", "F", "F", "C", "O", "C", "C", "C", "Br", "C", "C", "H", "H", "H", "H", "H", "H", "H", "H", "H", "H", "H", "H", "H", "H", "H", "H", "H", "H", "H", "H", "H", "H", "H", "H", "H", "H", "H", "H", "H", "H", "H", "C", "C", "C", "C", "N", "H", "H", "H", "H", "H", "H", "H", "C", "C", "C", "C", "N", "H", "H", "H", "H", "H", "H", "H", "C", "C", "C", "C", "N", "H", "H", "H", "H", "H", "H", "H", "C", "C", "C", "C", "N", "H", "H", "H", "H", "H", "H", "H", "C", "C", "C", "C", "N", "H", "H", "H", "H", "H", "H", "H", "C", "C", "C", "C", "N", "H", "H", "H", "H", "H", "H", "H", "C", "C", "C", "C", "N", "H", "H", "H", "H", "H", "H", "H"], "positions_angstrom": [[9.15612, -2.58049, 2.40424], [8.15699, -3.69147, 2.75504], [7.48433, -4.28789, 1.51761], [6.58934, -3.26957, 0.82251], [5.65885, -3.94540, -0.13238], [4.40310, -3.27586, -0.11478], [4.17639, -2.24343, -0.68693], [3.56047, -3.94527, 0.68508], [2.24715, -3.42771, 0.98036], [2.23625, -1.95541, 1.44913], [1.15018, -1.04065, 0.86242], [0.84748, 0.19111, 1.75727], [1.49530, 1.50249, 1.32035], [2.97248, 1.69009, 1.70192], [3.38728, 0.72539, 2.55197], [3.11518, 2.87295, 2.35718], [3.88206, 1.74198, 0.44221], [3.52308, 0.79489, -0.41484], [3.65701, 2.92347, -0.14243], [5.75895, 1.55251, 0.71220], [5.51624, 0.06784, 1.19262], [5.94189, 1.05795, -0.78309], [6.05869, 3.03693, 0.22977], [5.64243, 2.08773, 2.19677], [7.30832, 1.33942, 0.94275], [1.29751, -3.80652, -0.15613], [1.62051, -3.19237, -1.38106], [0.57252, -3.25468, -2.34738], [0.05047, -1.84767, -2.67397], [1.78416, -4.31594, 2.17789], [3.16201, -4.36727, 3.56139], [0.37778, -3.97110, 2.71265], [0.28222, -3.41937, 4.14346], [8.63367, -1.71811, 1.98604], [9.66887, -2.23825, 3.30522], [9.88961, -2.94393, 1.68694], [7.39087, -3.28400, 3.42102], [8.68996, -4.47348, 3.30100], [6.87370, -5.13982, 1.81665], [8.24009, -4.62402, 0.80273], [5.97054, -2.75954, 1.56380], [7.17230, -2.52618, 0.27819], [6.00935, -3.87477, -1.07957], [2.15233, -1.93523, 2.53685], [3.18874, -1.48203, 1.23614], [0.20295, -1.55545, 0.70740], [1.50467, -0.68773, -0.10503], [-0.22190, 0.36619, 1.70493], [1.04829, -0.02753, 2.80686], [1.35004, 1.65247, 0.25101], [0.95946, 2.31861, 1.80600], [0.25956, -3.59090, 0.10428], [1.36961, -4.90017, -0.26997], [-0.23165, -3.91967, -2.01568], [1.00234, -3.69846, -3.24579], [0.15250, -1.65517, -3.74167], [0.69760, -1.13307, -2.16767], [-0.97401, -1.68545, -2.34293], [1.76435, -5.33620, 1.79996], [-0.12365, -3.25478, 2.06527], [-0.21944, -4.88416, 2.69864], [0.96292, -2.58491, 4.30285], [0.48906, -4.20348, 4.86809], [-0.72625, -3.04274, 4.32324], [-0.80770, 5.80438, 2.14531], [-2.04074, 5.45917, 1.32090], [-2.92838, 4.40544, 1.99117], [-2.20670, 3.14674, 2.18535], [-1.60882, 2.17775, 2.33575], [-0.15538, 4.93830, 2.27176], [-0.22580, 6.58415, 1.65444], [-1.09139, 6.16879, 3.13386], [-1.73367, 5.10407, 0.33399], [-2.63389, 6.35703, 1.17001], [-3.81174, 4.20008, 1.38464], [-3.26740, 4.76283, 2.96527], [14.71712, -2.49524, 4.22451], [13.41916, -2.69428, 4.99761], [12.75238, -4.04304, 4.70401], [12.40577, -4.17068, 3.28688], [12.12661, -4.27010, 2.17795], [14.54110, -2.49568, 3.14808], [15.17457, -1.54052, 4.48338], [15.43542, -3.28535, 4.45204], [12.72266, -1.88897, 4.75725], [13.61810, -2.63515, 6.06911], [11.83768, -4.15362, 5.28767], [13.41920, -4.86534, 4.96905], [-7.11987, 6.68724, 1.80697], [-6.93578, 8.15061, 1.42912], [-5.52701, 8.46590, 0.91273], [-4.51585, 8.17885, 1.93211], [-3.74070, 7.95268, 2.74891], [-6.45366, 6.39862, 2.62222], [-8.14039, 6.51026, 2.14046], [-6.92076, 6.03317, 0.95468], [-7.14948, 8.77689, 2.29652], [-7.65657, 8.42130, 0.65601], [-5.43978, 9.51749, 0.63705], [-5.30274, 7.86946, 0.02620], [-10.28859, 10.41774, 6.40013], [-8.79958, 10.12764, 6.25634], [-8.38207, 9.86173, 4.80529], [-9.07951, 8.69690, 4.25380], [-9.63878, 7.78030, 3.84693], [-10.89142, 9.56493, 6.08552], [-10.53762, 10.63179, 7.43909], [-10.58096, 11.28121, 5.79943], [-8.53245, 9.26629, 6.87081], [-8.22295, 10.97602, 6.62822], [-7.30832, 9.67677, 4.74394], [-8.60960, 10.72573, 4.17797], [-2.86605, -4.00402, -5.18022], [-2.50819, -5.37889, -5.73239], [-1.16520, -5.88441, -5.19624], [-0.07848, -4.97803, -5.57168], [0.75688, -4.24883, -5.86971], [-2.12988, -3.25582, -5.48267], [-3.83995, -3.68227, -5.55231], [-2.91694, -4.00989, -4.09131], [-2.47222, -5.34481, -6.82383], [-3.28493, -6.09635, -5.46257], [-0.93478, -6.87659, -5.58539], [-1.19534, -5.95107, -4.10699], [-8.22804, -3.06571, -4.01613], [-7.79674, -1.61060, -4.15259], [-6.31297, -1.45921, -4.50957], [-5.45350, -2.04826, -3.48090], [-4.77091, -2.51546, -2.68424], [-7.69194, -3.56233, -3.20547], [-9.29319, -3.12781, -3.79251], [-8.04235, -3.61424, -4.93982], [-7.99828, -1.08005, -3.21960], [-8.38675, -1.12592, -4.93220], [-6.04902, -0.40523, -4.61031], [-6.10319, -1.95202, -5.45680], [-5.57267, -2.05898, -10.65698], [-4.61395, -1.72782, -9.51971], [-4.51743, -2.84712, -8.47626], [-5.81655, -3.10955, -7.85102], [-6.84298, -3.31590, -7.37733], [-6.59219, -2.19121, -10.29204], [-5.58757, -1.25402, -11.39117], [-5.27333, -2.97543, -11.16887], [-4.93056, -0.80496, -9.02996], [-3.61562, -1.54891, -9.92145], [-3.80886, -2.58067, -7.69056], [-4.16922, -3.77263, -8.93836]], "forces_ev_per_angstrom": [[-0.4, -0.1, 0.2], [0.4, 0.2, -0.3], [0.0, 0.4, 0.2], [-0.3, -0.7, -0.2], [-0.2, 0.1, 0.1], [0.4, 0.1, -0.1], [-0.2, -0.2, -0.1], [-0.1, 0.2, -0.2], [-0.4, 0.1, 0.8], [-0.1, 0.3, -0.2], [0.3, 0.4, 0.4], [-0.1, -0.5, -0.5], [0.0, 0.1, 0.3], [-0.5, 0.0, 0.0], [0.0, -0.1, 0.0], [0.2, 0.1, 0.0], [0.1, 0.3, 0.1], [-0.1, -0.5, 0.0], [0.0, 0.2, -0.2], [0.1, 0.3, -0.3], [0.0, -0.2, 0.1], [0.0, 0.0, 0.0], [0.0, 0.0, 0.1], [0.0, -0.1, 0.1], [0.0, 0.0, 0.0], [0.1, -0.3, -0.5], [-0.2, 0.0, 0.3], [0.2, 0.2, -0.3], [0.3, -0.2, 0.1], [-0.1, -0.2, -0.6], [0.0, 0.0, 0.0], [-0.1, 0.1, 0.7], [-0.1, 0.1, -0.2], [0.1, 0.0, -0.1], [0.1, 0.0, -0.1], [0.1, 0.1, 0.0], [0.0, -0.1, 0.1], [-0.1, -0.1, 0.0], [0.0, 0.0, -0.1], [0.0, -0.2, 0.1], [0.1, 0.1, 0.1], [0.0, 0.2, 0.2], [0.1, 0.2, 0.0], [0.0, -0.1, 0.0], [0.1, -0.1, 0.0], [0.1, -0.2, -0.1], [-0.2, -0.1, -0.2], [0.0, 0.1, 0.0], [0.1, 0.1, 0.0], [0.1, 0.0, 0.0], [0.1, 0.0, 0.1], [0.0, 0.1, 0.2], [0.0, 0.0, 0.0], [0.0, 0.0, 0.1], [0.0, 0.0, 0.0], [-0.3, 0.0, 0.0], [0.0, 0.0, 0.0], [0.0, 0.0, -0.1], [0.2, -0.1, 0.1], [0.2, 0.0, -0.2], [0.0, 0.0, -0.2], [0.1, -0.1, 0.1], [0.1, 0.1, 0.1], [0.0, -0.1, 0.0], [0.0, 0.0, 0.0], [0.2, 0.0, -0.1], [0.0, 0.0, -0.1], [0.0, 0.0, 0.1], [-0.2, 0.1, 0.0], [0.0, 0.0, 0.0], [0.0, 0.0, 0.0], [0.0, 0.0, 0.0], [0.0, -0.1, 0.0], [-0.1, 0.0, 0.0], [0.0, 0.0, 0.0], [0.0, 0.0, 0.0], [0.0, 0.0, 0.0], [0.1, 0.1, 0.0], [0.0, 0.2, 0.0], [-0.1, -0.2, 0.0], [0.1, 0.0, 0.0], [0.0, 0.0, 0.0], [0.0, 0.0, 0.0], [0.0, 0.0, 0.0], [0.0, 0.0, 0.0], [-0.1, 0.0, 0.0], [0.0, 0.0, 0.0], [0.0, 0.0, 0.0], [0.0, 0.0, 0.0], [-0.1, -0.2, 0.0], [-0.1, 0.0, 0.1], [0.0, 0.1, 0.0], [-0.1, 0.0, 0.0], [0.0, 0.0, 0.0], [0.0, 0.0, 0.0], [0.0, 0.0, 0.0], [0.0, 0.1, 0.0], [0.0, 0.1, 0.0], [0.0, 0.0, 0.0], [0.0, 0.0, 0.0], [0.0, 0.0, 0.0], [-0.1, 0.0, 0.1], [0.0, -0.1, 0.1], [0.0, 0.0, 0.0], [0.0, 0.0, 0.0], [0.0, 0.0, 0.0], [0.0, 0.0, 0.0], [0.0, 0.0, 0.0], [0.0, 0.0, 0.0], [0.1, 0.0, 0.0], [0.0, 0.0, 0.0], [0.0, 0.0, 0.0], [0.0, 0.0, -0.1], [-0.1, 0.1, 0.0], [-0.1, 0.0, -0.1], [0.1, 0.0, 0.0], [0.0, 0.0, 0.0], [0.0, 0.0, 0.0], [0.0, 0.0, 0.1], [0.0, 0.0, 0.0], [0.0, 0.0, 0.0], [0.1, 0.0, 0.0], [0.0, 0.0, 0.0], [0.0, 0.0, 0.0], [0.0, 0.0, 0.0], [-0.1, -0.1, 0.0], [-0.2, 0.1, 0.2], [0.2, 0.0, -0.1], [0.0, 0.0, 0.0], [0.0, 0.0, 0.0], [0.0, 0.0, 0.0], [0.0, 0.0, 0.0], [0.0, 0.1, 0.0], [0.1, 0.0, 0.0], [0.0, 0.0, 0.0], [0.0, 0.0, 0.0], [0.0, 0.0, 0.0], [-0.1, 0.0, -0.1], [0.0, 0.2, 0.0], [0.0, -0.2, 0.0], [0.1, 0.1, 0.0], [0.0, 0.0, 0.0], [0.0, 0.0, 0.0], [0.0, 0.0, 0.0], [0.0, 0.0, 0.0], [0.0, 0.0, 0.1], [0.0, 0.0, 0.0], [0.0, 0.0, 0.0]], "mulliken_charge": [-0.880, -0.376, -0.735, -0.197, -0.244, 0.109, -0.552, -0.408, 0.796, -0.230, 0.174, -1.223, -0.791, 1.309, -0.259, -0.353, 0.242, -0.147, -0.310, 1.429, -0.262, -0.340, -0.338, -0.318, -0.327, -1.732, -0.291, -0.175, -1.048, -0.549, -0.107, -0.221, -1.586, 0.185, 0.257, 0.250, 0.307, 0.302, 0.232, 0.303, 0.235, 0.358, 0.392, 0.515, -0.550, 0.798, -0.133, 0.495, 0.458, 0.401, -0.145, 0.621, 0.594, 0.349, 0.238, 0.347, 0.229, 0.259, 0.845, 0.234, 0.370, 0.353, 0.404, 0.415, -1.070, -0.244, -0.393, 0.208, -0.397, 0.190, 0.370, 0.305, 0.359, 0.014, 0.296, 0.262, -1.146, -0.384, -0.378, 0.244, -0.476, 0.349, 0.333, 0.298, 0.264, 0.320, 0.262, 0.323, -1.205, -0.009, -0.439, 0.252, -0.478, 0.310, 0.358, 0.386, -0.120, 0.303, 0.328, 0.322, -1.155, -0.547, -0.323, 0.320, -0.500, 0.353, 0.339, 0.296, 0.307, 0.339, 0.299, 0.327, -0.725, -0.524, -0.428, 0.251, -0.500, 0.364, -0.117, 0.428, 0.245, 0.360, 0.369, 0.269, -1.117, -0.528, 0.605, 0.265, -0.520, 0.353, 0.352, 0.252, 0.335, 0.309, 0.362, -0.646, -1.181, -0.560, -0.005, 0.246, -0.496, 0.348, 0.354, 0.292, 0.301, 0.354, 0.048, 0.334], "orbital_gap_ha": 0.3358, "charge": 0, "smiles": "CCCCNC(=O)O[C@@](CCCCC(F)(F)C(F)(F)S(F)(F)(F)(F)F)(COCC)[C@@H](Br)CC.CCCC#N.CCCC#N.CCCC#N.CCCC#N.CCCC#N.CCCC#N.CCCC#N", "homo_ev": -8.72, "molar_mass_g_mol": 1076.15}

***

# 3
{"formula": "C4H22NO8", "method": "ωB97M-V/def2-TZVPD", "species": ["O", "C", "O", "C", "C", "C", "N", "H", "H", "H", "H", "H", "H", "H", "H", "H", "H", "H", "H", "O", "H", "H", "O", "H", "H", "O", "H", "H", "O", "H", "H", "O", "H", "H", "O"], "positions_angstrom": [[1.25520, -0.81821, -1.74903], [0.53311, -1.39422, -0.98818], [0.97570, -2.21106, -0.03228], [-1.01483, -1.45912, -0.92124], [-1.66111, -0.58948, -2.02816], [-2.28750, -1.49766, -3.09085], [-1.42154, -1.08413, 0.43852], [1.92413, -2.19220, 0.19363], [-1.20747, -2.51939, -1.15949], [-0.72958, 0.00131, -2.26273], [-2.38588, 0.16096, -1.66851], [-1.47783, -1.81892, -3.75072], [-3.08149, -0.93478, -3.57326], [-2.55318, -2.45742, -2.65897], [-1.28090, -1.77125, 1.19499], [-2.34856, -0.70749, 0.64200], [-0.84349, -0.20155, 0.62256], [2.97238, 0.40230, -1.03179], [3.73667, 1.55049, -1.82586], [3.39263, 1.26935, -0.97941], [-2.05890, 0.44044, 3.07544], [-3.53793, 0.17201, 2.80789], [-2.65649, -0.17043, 2.63545], [4.02591, -0.61435, 0.87056], [4.03935, -1.16422, -0.49112], [3.42706, -1.03124, 0.24360], [1.88222, 1.93847, 2.81488], [1.69830, 0.95098, 3.88169], [1.30939, 1.18907, 3.02239], [-0.25112, 1.69577, 1.48058], [-0.24706, 1.88703, -0.01473], [-0.73477, 1.42845, 0.67337], [-0.39202, 4.20402, 0.94070], [0.92384, 3.69507, 1.10059], [0.07578, 3.65142, 1.58751]], "forces_ev_per_angstrom": [[-0.6, 0.5, -0.3], [0.8, -0.9, 0.8], [-0.7, -0.5, 0.8], [-0.2, -0.3, -1.4], [1.3, 0.5, 1.1], [1.5, 0.5, 0.0], [0.8, 0.4, 1.3], [0.2, 0.6, -0.5], [-0.2, 0.4, 0.6], [-1.4, -0.3, -1.1], [0.2, -0.5, 0.3], [-0.3, 0.4, -0.6], [0.0, -0.6, -0.4], [-0.9, 0.2, 0.2], [0.4, 0.2, -0.6], [-0.3, -0.2, -0.7], [-0.5, -0.3, 0.4], [0.0, 0.3, -0.4], [-0.1, -0.2, -0.3], [0.0, 0.6, 0.5], [0.0, 0.1, 0.1], [-0.1, 0.0, 0.1], [-0.1, -0.1, -0.1], [-0.3, 0.2, 0.4], [-0.2, -0.3, -0.2], [0.5, -0.6, 0.1], [-0.2, 0.1, -0.4], [-0.5, -0.3, -0.2], [0.7, 0.2, 0.5], [-0.3, 0.1, -0.2], [0.0, 0.0, -0.2], [0.3, -0.7, 0.2], [-0.8, 0.0, 0.6], [0.1, -0.2, 0.9], [1.1, 1.0, -1.3]], "mulliken_charge": [-0.578, 0.234, -0.461, 0.041, -0.408, -1.256, -0.192, 0.437, 0.395, 0.267, 0.410, 0.352, 0.365, 0.328, 0.407, 0.423, 0.288, 0.385, 0.285, -0.629, 0.301, 0.318, -0.616, 0.287, 0.337, -0.658, 0.305, 0.285, -0.597, 0.250, 0.301, -0.603, 0.322, 0.331, -0.656], "orbital_gap_ha": 0.4098, "charge": 1, "homo_ev": -13.80, "molar_mass_g_mol": 212.22}

***

Number 1: E -706.80283 Ha. Number 2: E -6335.41712 Ha. Number 3: E -822.05563 Ha.